{
  "formula": "C44H37NP2PdS3Sb",
  "method": "wB97M-V/def2-TZVPD",
  "species": ["Pd", "C", "P", "C", "C", "C", "C", "C", "C", "C", "C", "C", "C", "C", "C", "C", "C", "C", "C", "C", "P", "C", "C", "C", "C", "C", "C", "C", "C", "C", "C", "C", "C", "N", "H", "H", "H", "H", "H", "H", "H", "H", "H", "H", "H", "H", "H", "H", "H", "H", "H", "H", "H", "H", "H", "H", "H", "H", "H", "H", "S", "Sb", "S", "S", "C", "C", "C", "C", "C", "C", "C", "C", "C", "C", "C", "C", "C", "C", "H", "H", "H", "H", "H", "H", "H", "H", "H", "H", "H"],
  "xyz": [[-0.53670, -0.71624, -0.10701], [0.90190, 0.56890, 2.59271], [-0.73890, 0.75615, 1.75680], [-1.97246, 0.44564, 3.04779], [-2.97709, -0.48931, 2.82224], [-3.93168, -0.73322, 3.80220], [-3.87981, -0.04998, 5.00705], [-2.87626, 0.88508, 5.23664], [-1.92839, 1.13633, 4.25939], [-0.85385, 2.53956, 1.44515], [-2.07731, 3.20120, 1.52176], [-2.15775, 4.55672, 1.23670], [-1.01877, 5.25905, 0.87012], [0.20199, 4.60390, 0.78729], [0.28666, 3.24998, 1.07217], [1.94855, 0.22011, 1.56976], [3.32144, 0.04604, 1.62644], [3.72172, -0.42815, 0.34807], [2.57171, -0.51560, -0.41779], [2.29288, -0.93635, -1.83262], [0.63208, -1.72200, -1.89221], [0.07500, -1.67211, -3.61007], [0.94882, -1.35361, -4.64807], [0.49152, -1.31344, -5.95638], [-0.83597, -1.60563, -6.24034], [-1.70771, -1.92839, -5.21069], [-1.25926, -1.95160, -3.89838], [0.90326, -3.47355, -1.50562], [-0.11522, -4.39082, -1.75316], [-0.00171, -5.69615, -1.29752], [1.13782, -6.09974, -0.60529], [2.15848, -5.19242, -0.37161], [2.03793, -3.87922, -0.80595], [1.51611, -0.10092, 0.32695], [0.77688, -0.22952, 3.32941], [1.12337, 1.49076, 3.13634], [-3.01529, -1.01842, 1.87565], [-4.71390, -1.45825, 3.61744], [-4.62270, -0.24102, 5.77097], [-2.83718, 1.42065, 6.17638], [-1.15648, 1.87685, 4.43574], [-2.96875, 2.66061, 1.81675], [-3.11220, 5.06315, 1.30278], [-1.08287, 6.31512, 0.64148], [1.09054, 5.14603, 0.49068], [1.24165, 2.74279, 0.99773], [3.96049, 0.22356, 2.47770], [4.72707, -0.66422, 0.03228], [3.05230, -1.61171, -2.22996], [2.23584, -0.07138, -2.50265], [1.98935, -1.13042, -4.44781], [1.17597, -1.05459, -6.75379], [-1.18941, -1.57580, -7.26295], [-2.74762, -2.14317, -5.42049], [-1.95780, -2.15652, -3.09426], [-1.01126, -4.08529, -2.27957], [-0.80190, -6.40013, -1.48823], [1.22465, -7.11948, -0.25229], [3.04358, -5.49535, 0.17233], [2.81536, -3.16672, -0.56224], [-3.12467, -3.68899, 0.29719], [-1.30325, -4.28678, 1.63387], [0.07701, -2.50562, 1.59020], [-2.86062, -1.87685, -0.60553], [-0.11104, 5.27227, -4.04448], [0.97817, 4.42013, -4.15598], [1.03030, 3.25977, -3.39797], [-0.00799, 2.92163, -2.53076], [-1.08992, 3.79376, -2.41594], [-1.14011, 4.95716, -3.16677], [0.10827, 1.68489, -1.72188], [-0.87369, 0.83931, -1.41275], [-2.24429, 0.95933, -1.94687], [-3.34584, 1.09547, -1.10376], [-4.61744, 1.28023, -1.62261], [-4.81082, 1.31118, -2.99648], [-3.72365, 1.15958, -3.84768], [-2.45154, 0.98817, -3.32797], [-0.15429, 6.18098, -4.63118], [1.79076, 4.66149, -4.82961], [1.88805, 2.60045, -3.47705], [-1.88732, 3.56264, -1.72086], [-1.98601, 5.62528, -3.06179], [1.09750, 1.50400, -1.31580], [-3.20245, 1.05012, -0.03123], [-5.46061, 1.38484, -0.95162], [-5.80517, 1.44726, -3.40227], [-3.86461, 1.18094, -4.92123], [-1.60111, 0.88915, -3.99071]],
  "spin_multiplicity": 2,
  "energy_ha": -3999.10285,
  "mol_weight_g_mol": 966.1,
  "e_lumo_ev": [-1.19, -1.18],
  "relative_energy_kcal_mol": 0.00
}

{
  "formula": "C2H7S2",
  "method": "wB97M-V/def2-TZVPD",
  "species": ["C", "S", "H", "H", "H", "H", "C", "S", "H", "H", "H"],
  "xyz": [[1.13270, -0.28823, 0.42938], [2.72855, -0.85873, 0.98466], [0.35798, -1.00205, 0.71260], [1.00522, -0.22529, -0.64623], [0.76572, 0.63594, 0.86685], [3.39538, 0.29697, 1.04133], [-2.06918, -0.51760, -0.74098], [-2.31175, 1.31123, -0.79697], [-1.15886, -0.78698, -1.27929], [-2.88548, -0.90620, -1.35615], [-2.09062, -1.04494, 0.21519]],
  "total_charge": -1,
  "energy_ha": -876.77644,
  "mol_weight_g_mol": 95.2,
  "e_lumo_ev": 2.97,
  "relative_energy_kcal_mol": 21.05
}

{
  "formula": "C46H25DyN11O4S",
  "method": "wB97M-V/def2-TZVPD",
  "species": ["Dy", "C", "C", "C", "C", "C", "N", "C", "N", "C", "C", "C", "C", "C", "C", "C", "C", "N", "C", "N", "C", "N", "C", "N", "C", "N", "C", "C", "C", "C", "C", "C", "C", "C", "C", "C", "C", "C", "N", "C", "C", "H", "H", "H", "H", "H", "H", "H", "H", "H", "H", "H", "H", "H", "H", "H", "H", "O", "C", "O", "C", "C", "C", "C", "C", "N", "C", "O", "O", "H", "H", "H", "N", "C", "N", "C", "C", "C", "C", "C", "C", "S", "H", "H", "H", "H", "H", "H"],
  "xyz": [[-0.40905, 0.11831, -0.48183], [0.66274, -3.30746, 5.08398], [1.49070, -2.22043, 5.41030], [1.91386, -1.32466, 4.43822], [1.47621, -1.53402, 3.13581], [1.68182, -0.79475, 1.88751], [0.92834, -1.35207, 0.89501], [0.35049, -2.48266, 1.38625], [-0.28322, -3.41594, 0.68898], [-0.56702, -3.28723, -0.59812], [-1.10720, -4.39792, -1.39370], [-1.37032, -5.72510, -1.08867], [-1.86200, -6.53358, -2.10647], [-2.07187, -6.02289, -3.39688], [-1.79515, -4.69623, -3.69472], [-1.31693, -3.89363, -2.66988], [-0.89426, -2.49315, -2.62097], [-0.95382, -1.70160, -3.68130], [-0.35238, -0.51991, -3.71302], [0.41696, 0.03293, -2.73724], [1.12646, 1.06358, -3.27966], [2.15363, 1.69354, -2.74063], [2.58590, 1.46366, -1.50685], [1.97472, 0.75934, -0.51718], [2.78559, 0.76067, 0.57338], [2.58876, 0.15379, 1.74022], [3.97388, 1.56229, 0.30105], [5.09283, 1.86941, 1.06425], [6.06878, 2.66594, 0.48453], [5.93123, 3.13372, -0.83529], [4.82013, 2.80727, -1.59693], [3.83987, 2.01924, -1.00551], [0.68190, 1.28561, -4.65331], [1.03535, 2.22268, -5.61242], [0.40920, 2.15054, -6.84715], [-0.53103, 1.14531, -7.12765], [-0.86982, 0.20006, -6.17128], [-0.25506, 0.29241, -4.92813], [-0.48677, -2.17378, -1.37151], [0.64433, -2.60566, 2.81545], [0.23316, -3.51466, 3.78085], [0.34611, -3.98619, 5.86847], [1.79696, -2.07661, 6.44283], [2.55434, -0.47960, 4.67828], [-1.20446, -6.10270, -0.08350], [-2.09260, -7.57429, -1.90328], [-2.45912, -6.67681, -4.17139], [-1.95283, -4.29227, -4.69150], [5.18320, 1.50431, 2.08311], [6.94933, 2.94173, 1.05661], [6.71084, 3.75643, -1.26190], [4.70753, 3.15649, -2.61884], [1.76787, 2.99251, -5.39264], [0.65208, 2.87789, -7.61158], [-1.00412, 1.11618, -8.10414], [-1.59244, -0.58522, -6.37467], [-0.41877, -4.34483, 3.51891], [-4.57776, -1.32646, 0.79041], [-3.57846, -0.67849, 0.50111], [-2.42226, -1.10304, 0.12566], [-3.64849, 0.83163, 0.57689], [-4.67766, 1.52085, 1.18314], [-4.60134, 2.90601, 1.22098], [-3.51177, 3.55468, 0.64505], [-2.53904, 2.78143, 0.05042], [-2.61006, 1.45617, 0.03680], [-1.29571, 3.36105, -0.59216], [-1.13045, 4.57618, -0.56230], [-0.50965, 2.47427, -1.09565], [-5.50330, 0.96348, 1.61104], [-5.38178, 3.48201, 1.70779], [-3.39781, 4.63105, 0.64611], [1.08580, 3.38436, 0.90030], [0.48543, 2.69486, 1.88591], [-0.15728, 1.56084, 1.74093], [-0.70951, 1.15625, 2.97865], [-1.48115, 0.01872, 3.20845], [-1.96940, -0.22917, 4.48353], [-1.69476, 0.63411, 5.54270], [-0.92221, 1.76572, 5.33536], [-0.44572, 2.01103, 4.05487], [0.52419, 3.34670, 3.51249], [0.76428, 3.16430, -0.03650], [1.26686, 4.35535, 1.06668], [-1.69481, -0.67246, 2.40150], [-2.57116, -1.11780, 4.65044], [-2.08069, 0.41851, 6.53369], [-0.69922, 2.44785, 6.15143]],
  "spin_multiplicity": 6,
  "total_charge": -1,
  "energy_ha": -3954.95898,
  "mol_weight_g_mol": 990.3,
  "e_lumo_ev": [1.08, 1.08]
}

{
  "formula": "C5H13N2",
  "method": "wB97M-V/def2-TZVPD",
  "species": ["C", "C", "N", "C", "C", "C", "N", "H", "H", "H", "H", "H", "H", "H", "H", "H", "H", "H", "H", "H"],
  "xyz": [[-2.27049, 0.12320, -1.17173], [-1.05287, 0.04293, -0.29747], [-1.34954, 0.97303, 0.92453], [0.35317, 0.54700, -0.73240], [1.34089, 0.16804, 0.35213], [1.96085, -1.02626, 0.15790], [2.80625, -1.59927, 1.05045], [-2.62666, 1.15300, -1.07524], [-2.96850, -0.71499, -0.99131], [-2.33545, -0.07563, -2.26779], [-0.96551, -0.95613, 0.16554], [-0.55527, 0.84493, 1.56161], [-2.19257, 0.72509, 1.44895], [-1.47576, 1.94124, 0.63350], [0.27340, 1.60311, -1.02825], [0.63550, -0.04555, -1.61018], [1.83954, 0.94149, 0.91159], [1.95467, -1.53602, -0.81974], [2.89796, -1.16097, 1.95943], [3.73042, -1.94826, 0.82849]],
  "total_charge": 1,
  "energy_ha": -307.53243,
  "mol_weight_g_mol": 101.2,
  "e_lumo_ev": -3.15,
  "relative_energy_kcal_mol": 55.96,
  "smiles": "C[C@H]([NH3+])C/C=C/N"
}